Computed, not measured: a 10-piece molecular cluster, C48H112N4O10 overall at a distorted geometry, with ωB97M-V/def2-TZVPD.

```
174
Properties=species:S:1:pos:R:3:forces:R:3
C -6.656418 -1.569996 -1.538001 1.3 0.0 0.2
C -5.326770 -2.388821 -1.422946 -1.5 -0.1 -0.3
C -4.816650 -2.651798 -2.851340 0.8 -0.5 1.1
C -4.138956 -1.453790 -3.467818 0.3 -0.4 -0.3
C -2.957221 -1.064593 -2.574494 -1.4 0.2 -0.4
C -3.413677 -0.693592 -1.138853 1.4 0.0 -1.9
N -4.306477 -1.727369 -0.603688 1.2 0.1 -0.4
O -4.766127 -1.365871 0.673457 -0.3 0.2 0.0
C -2.094403 -0.604433 -0.360930 -0.7 0.1 1.0
C -3.970592 0.725863 -1.260013 -1.4 0.4 1.7
C -5.651624 -3.713508 -0.720147 0.1 0.2 1.0
H -7.166646 -1.595642 -0.576471 -0.3 0.2 -0.1
H -7.269338 -1.963228 -2.344567 -0.2 -0.1 0.2
H -6.361931 -0.556051 -1.809470 -0.4 0.1 0.1
H -4.061115 -3.433643 -2.695455 0.0 -0.1 -0.5
H -5.627242 -3.061718 -3.451380 0.0 0.0 0.0
H -4.878937 -0.673069 -3.658457 0.3 0.3 0.1
H -3.699612 -1.728675 -4.431083 -0.3 0.0 -0.1
H -2.515818 -0.168162 -3.010820 0.4 -0.1 0.2
H -2.242668 -1.887178 -2.622887 0.1 0.0 0.3
H -1.515046 -1.524086 -0.418657 -0.1 -0.1 0.0
H -1.473217 0.212231 -0.718544 -0.1 0.0 -0.3
H -2.317055 -0.379351 0.687465 0.1 -0.2 0.1
H -3.301918 1.473671 -1.678093 0.3 -0.3 -0.1
H -4.946605 0.828360 -1.739384 0.2 -0.3 -0.4
H -4.189343 1.056994 -0.232159 0.2 0.3 -0.1
H -6.477189 -4.284189 -1.144171 0.0 0.1 -0.3
H -5.920820 -3.462099 0.310509 -0.3 0.0 -0.1
H -4.786578 -4.359869 -0.575294 0.2 0.0 -0.5
H -5.336016 -0.584713 0.555983 0.0 -0.2 0.1
C 6.471017 0.804607 -5.029645 -0.1 0.0 0.6
C 5.131581 1.562569 -4.930558 0.5 0.4 -0.2
C 4.583210 1.759032 -6.346000 0.2 0.9 -0.5
C 3.117166 2.204864 -6.465513 -0.2 -1.6 1.2
C 2.221704 1.318666 -5.554906 0.3 1.1 0.5
C 2.767741 1.046459 -4.122099 -0.1 -1.4 0.4
N 4.186350 0.727308 -4.202341 0.1 -0.8 -0.6
O 4.686926 0.370926 -2.926918 -0.1 0.4 0.3
C 2.405717 2.198589 -3.201609 -0.5 1.3 -0.7
C 2.031443 -0.220218 -3.632528 -0.3 0.0 -0.5
C 5.434211 2.941100 -4.317789 -0.1 0.7 0.1
H 6.353745 -0.131771 -5.574995 0.1 0.0 0.0
H 6.826867 0.586484 -4.020751 -0.1 -0.2 0.0
H 7.267485 1.416015 -5.452087 -0.2 0.0 -0.4
H 5.155119 2.583229 -6.785420 0.3 -0.2 -0.1
H 4.827727 0.874146 -6.935606 -0.4 -0.1 0.0
H 2.766779 2.016214 -7.477796 0.1 0.5 -0.2
H 2.969577 3.240669 -6.166700 0.2 0.2 -0.3
H 1.968121 0.401706 -6.082521 0.0 -0.2 0.2
H 1.315925 1.880627 -5.313077 -0.3 -0.3 -0.6
H 1.313200 2.260360 -3.144901 0.0 0.1 -0.3
H 2.686835 2.294073 -2.153963 0.8 -0.7 -0.1
H 2.777418 3.066520 -3.760858 -0.3 0.4 0.6
H 0.967552 -0.139829 -3.877775 0.0 0.2 0.1
H 2.376295 -1.078673 -4.214754 0.2 -0.1 0.3
H 2.089330 -0.396387 -2.559336 0.3 0.0 0.0
H 4.824418 3.741684 -4.748873 -0.4 -0.2 0.2
H 6.442209 3.281246 -4.564321 0.1 -0.3 0.1
H 5.321954 2.954561 -3.233373 0.0 -0.1 0.0
H 4.682563 -0.592100 -2.939288 0.1 0.0 0.0
C -0.009202 6.756713 -0.843412 0.1 0.9 -0.8
C 0.491021 5.675468 0.085092 -1.1 0.2 0.8
C 0.607466 6.289830 1.501243 0.4 0.0 0.1
C -0.740075 6.562495 2.180991 -0.5 -0.9 -1.3
C -1.644967 5.308994 2.150026 0.7 0.7 0.6
C -1.787734 4.602015 0.790868 -0.1 0.8 0.0
N -0.456857 4.540048 0.219138 2.3 -0.8 0.3
O -0.303524 3.668555 -0.886047 -0.7 0.3 -0.3
C -2.227730 3.198098 1.118304 -1.7 -1.1 0.0
C -2.765726 5.393137 -0.138705 0.0 -0.4 1.2
C 1.866772 5.209744 -0.393303 0.5 0.0 1.0
H 0.849856 7.297833 -1.250424 0.0 -0.2 -0.3
H -0.575600 7.562532 -0.372978 -0.3 -0.4 0.2
H -0.609221 6.348000 -1.659576 0.1 0.2 -0.2
H 1.257929 5.622280 2.074563 -0.2 0.0 0.3
H 1.155335 7.231670 1.404347 0.1 0.0 0.0
H -1.282220 7.307095 1.591759 0.2 0.4 0.3
H -0.646848 6.906334 3.207691 0.1 0.1 0.0
H -2.622680 5.625138 2.520086 -0.1 -0.3 -0.1
H -1.213069 4.609196 2.868039 -0.2 -0.2 0.0
H -1.825325 2.748841 2.027181 0.7 0.3 -0.2
H -3.295981 3.184836 1.376962 0.0 0.3 -0.2
H -2.159691 2.472338 0.307642 0.3 0.2 -0.1
H -2.586256 6.452480 0.037578 0.2 0.1 -0.6
H -2.644444 5.078533 -1.172264 -0.1 0.2 -0.1
H -3.804517 5.268325 0.175333 0.0 -0.4 -0.1
H 2.157429 4.261194 0.065131 -0.1 -0.1 -0.1
H 2.565851 5.948722 0.012562 0.1 0.0 -0.1
H 2.072086 5.178313 -1.461601 -0.5 -0.1 -0.1
H -0.558122 4.171354 -1.680242 0.0 -0.2 0.0
C -1.899282 -8.060772 -0.551437 -0.2 0.0 0.1
C -1.695100 -6.594593 -0.970546 -1.0 -0.6 -0.9
C -1.927055 -5.711621 0.248087 -0.6 1.2 -0.5
C -1.458122 -4.251474 0.078961 0.3 -0.6 0.2
C 0.029934 -4.230251 -0.292458 -1.4 -1.0 0.1
C 0.316989 -5.091550 -1.533960 -0.3 0.6 -0.3
N -0.339282 -6.403308 -1.424152 1.1 0.0 1.2
O -0.034784 -7.217832 -2.545128 -0.2 0.2 0.1
C -0.114458 -4.294331 -2.759009 0.0 -0.2 -0.9
C 1.826637 -5.343179 -1.546582 0.3 0.2 0.6
C -2.742259 -6.321932 -2.105659 -0.1 0.3 -0.1
H -2.804898 -8.079691 0.060287 0.1 -0.2 0.1
H -1.063562 -8.475952 0.015089 0.0 0.2 0.1
H -2.083479 -8.709863 -1.405812 0.1 0.0 -0.1
H -2.995104 -5.630741 0.467917 -0.1 -0.5 -0.1
H -1.474176 -6.159104 1.135048 0.3 0.0 0.0
H -1.640551 -3.813283 1.065133 -0.2 0.4 -0.9
H -2.005530 -3.611852 -0.612975 -0.5 -0.5 -0.3
H 0.630150 -4.653114 0.519920 -2.1 -0.2 -1.8
H 0.309309 -3.179769 -0.399798 0.5 -0.1 -0.4
H 0.637072 -3.526453 -2.954067 -0.1 0.1 -0.2
H -0.213585 -4.945087 -3.632813 0.4 0.0 0.0
H -1.092481 -3.815677 -2.687495 0.0 0.1 0.4
H 2.386268 -4.412214 -1.410569 -0.2 0.2 -0.6
H 2.113245 -5.868562 -0.629802 -0.2 -0.5 -0.2
H 2.183838 -5.885980 -2.418719 0.0 0.1 0.0
H -2.312033 -5.713052 -2.900199 -0.1 0.2 0.1
H -3.642374 -5.831898 -1.735996 0.1 0.2 0.1
H -3.120041 -7.211918 -2.611918 0.3 -0.2 0.2
H 0.511629 -7.907992 -2.152339 0.0 0.0 -0.2
C 4.007900 2.753879 3.996519 0.4 0.5 -0.1
C 3.860080 3.424776 2.634788 0.0 0.1 0.0
O 3.784765 2.450816 1.602299 -0.1 0.2 0.0
H 5.022235 2.364523 4.090947 0.0 -0.1 0.0
H 3.325192 1.913606 4.111084 -0.2 0.1 0.0
H 3.863166 3.484038 4.796836 -0.1 -0.1 0.1
H 4.707395 4.083714 2.427197 0.2 -0.3 0.0
H 2.997208 4.102079 2.571586 -0.2 -0.3 0.2
H 2.893792 2.083551 1.697728 0.1 0.0 -0.1
C 0.925707 0.537182 0.246067 2.0 0.0 1.4
C 0.551098 0.899502 1.685962 -1.4 -1.1 -0.7
O 0.846074 2.263571 1.997454 0.1 -0.6 -0.4
H 0.423025 1.128261 -0.511918 -0.1 -0.1 0.0
H 0.923657 -0.541324 0.092236 -0.6 0.0 -0.1
H 2.004038 0.747115 0.260030 0.0 0.2 -0.8
H 1.005396 0.244720 2.431905 0.6 0.2 -0.2
H -0.515760 0.652458 1.788512 -0.2 0.6 0.3
H 0.578390 2.772835 1.212587 -0.2 0.5 0.3
C 3.341143 -0.969910 6.851453 0.6 0.3 0.7
C 2.545674 -1.462780 5.666927 1.5 -0.5 0.2
O 3.511498 -2.067921 4.793880 -0.4 0.3 -0.5
H 3.922601 -1.750047 7.350156 -0.6 -0.4 0.1
H 2.708046 -0.434879 7.562835 0.0 -0.2 0.1
H 4.161095 -0.288330 6.604756 -0.4 0.3 -0.6
H 2.049261 -0.593420 5.227809 -0.3 -0.3 -0.3
H 1.870094 -2.266390 5.967266 -0.5 0.4 0.1
H 3.068149 -2.284170 3.955841 0.1 0.0 0.1
C 0.102508 -3.643006 2.519790 -1.0 -0.7 1.6
C 1.502898 -4.006506 2.137796 1.7 0.8 0.0
O 2.334605 -2.815568 2.172354 0.0 -0.2 0.0
H -0.300700 -2.648675 2.328729 0.9 0.3 -0.3
H -0.028774 -3.793744 3.595989 0.1 0.2 0.0
H -0.666542 -4.266589 2.053751 1.1 -0.4 0.7
H 1.546547 -4.406668 1.118361 1.5 0.6 1.7
H 1.990145 -4.745259 2.777723 -0.5 -0.1 0.4
H 3.198705 -3.095370 1.845174 0.0 0.2 0.0
C -2.240173 -1.439979 4.072439 -0.5 -0.2 0.6
C -1.572156 -0.877073 5.348086 0.4 -0.1 -0.7
O -2.194643 0.354074 5.655982 0.3 0.4 0.0
H -1.781513 -1.065817 3.155821 0.0 0.3 0.1
H -3.259126 -1.060697 4.162314 -0.1 -0.1 -0.5
H -2.302863 -2.522927 3.945178 0.2 -0.1 0.4
H -0.506460 -0.734206 5.128991 0.1 0.1 0.2
H -1.614770 -1.486921 6.254290 -0.3 -0.3 -0.3
H -1.772327 1.014779 5.075617 -0.1 0.0 0.3
C -0.374501 3.824647 6.129955 -0.7 0.1 0.7
C 0.373157 2.675273 5.504030 1.1 0.5 -0.4
O -0.381887 2.108432 4.453700 -0.5 -0.4 -0.3
H 0.243394 4.575150 6.627358 0.3 -0.2 -0.1
H -1.054889 3.446955 6.898416 -0.2 0.1 -0.2
H -0.957612 4.352795 5.375230 0.0 -0.1 -0.1
H 0.626000 1.890469 6.218779 -0.2 0.0 0.2
H 1.336957 3.058341 5.144528 -0.1 -0.2 -0.3
H 0.037997 2.159262 3.575913 0.2 0.4 0.4
```
Positions in Å, forces in eV/Å.

Computed properties:
LUMO: 0.297 eV
Relative energy (zero: lowest compared OMol25 entry of this formula, charge and spin): 3.7292 eV
HOMO energy: -0.3061 hartree
Calculated total energy: -78019.860 eV
HOMO-LUMO gap: 0.3171 Eh

Results of the Mulliken charge analysis, in e, for atoms 1 through 5:
1 C -1.72
2 C 1.53
3 C -0.62
4 C -0.90
5 C -1.31